Computed, not measured: 2 unconnected molecules or ions with the total composition C15H20ClF3N3O2 at a distorted geometry, with wB97M-V/def2-TZVPD.

Calculated values
Highest occupied orbital energy (eV): -13.33
Lowest unoccupied orbital energy (eV): -3.14
Frontier orbital gap (eV): 10.2
Charge: +1

Bonds (Å) are listed after each position.
CARTESIAN COORDINATES (ANGSTROEM)
1 C 1.757 -0.052 -4.771  C2 1.198, H16 1.066
2 C 0.975 0.503 -4.054  C1 1.198, C3 1.469
3 C -0.072 1.191 -3.286  C2 1.469, N4 1.505, H17 1.085, H18 1.088
4 N -0.074 0.808 -1.830  C3 1.505, C5 1.485, C8 1.364
5 C 0.784 1.786 -1.114  N4 1.485, C6 1.538, H19 1.088, H20 1.094
6 C 1.510 1.018 0.003  C5 1.538, N7 1.500, H21 1.081, H22 1.084
7 N 1.362 -0.397 -0.472  C6 1.500, C8 1.377, H23 1.024
8 C 0.421 -0.413 -1.478  N4 1.364, N7 1.377, N9 1.324
9 N 0.028 -1.582 -1.958  C8 1.324, C10 1.371, C12 1.481
10 C -0.967 -1.625 -2.900  N9 1.371, C11 1.195
11 C -1.693 -1.652 -3.849  C10 1.195, H24 1.066
12 C 0.645 -2.824 -1.438  N9 1.481, C13 1.534, H25 1.088, H26 1.091
13 C 0.244 -4.071 -2.237  C12 1.534, C14 1.536, Cl15 1.810, H27 1.084
14 C 1.222 -4.378 -3.382  C13 1.536, H28 1.090, H29 1.089, H30 1.087
15 Cl 0.308 -5.422 -1.035  C13 1.810
16 H 2.427 -0.453 -5.497  C1 1.066
17 H 0.063 2.264 -3.382  C3 1.085
18 H -1.041 0.949 -3.716  C3 1.088
19 H 0.243 2.674 -0.796  C5 1.088
20 H 1.579 2.170 -1.760  C5 1.094
21 H 1.062 1.180 0.973  C6 1.081
22 H 2.573 1.221 -0.056  C6 1.084
23 H 0.928 -0.907 0.303  N7 1.024
24 H -2.339 -1.695 -4.695  C11 1.066
25 H 1.729 -2.735 -1.444  C12 1.088
26 H 0.346 -2.961 -0.398  C12 1.091
27 H -0.789 -4.041 -2.567  C13 1.084
28 H 2.052 -3.672 -3.407  C14 1.090
29 H 0.741 -4.387 -4.358  C14 1.089
30 H 1.661 -5.362 -3.234  C14 1.087
31 C -1.298 3.527 6.533  C32 1.512, H40 1.090, H41 1.089, H42 1.089
32 C -0.862 3.691 5.095  C31 1.512, O33 1.449, H43 1.088, H44 1.089
33 O -0.633 2.406 4.466  C32 1.449, C34 1.323
34 C -1.710 1.778 4.022  O33 1.323, O35 1.193, C36 1.540
35 O -2.842 2.152 4.069  C34 1.193
36 C -1.292 0.449 3.365  C34 1.540, F37 1.333, F38 1.361, F39 1.324
37 F -0.392 -0.211 4.094  C36 1.333
38 F -0.728 0.688 2.150  C36 1.361
39 F -2.335 -0.342 3.169  C36 1.324
40 H -0.572 2.931 7.086  C31 1.090
41 H -1.387 4.502 7.009  C31 1.089
42 H -2.262 3.023 6.597  C31 1.089
43 H 0.093 4.208 5.038  C32 1.088
44 H -1.587 4.258 4.514  C32 1.089



Computed, not measured: 2 unconnected molecules or ions with the total composition C15H20ClF5NO5S at a distorted geometry, with wB97M-V/def2-TZVPD.

Calculated values
Highest occupied orbital energy (eV): -12.76
Lowest unoccupied orbital energy (eV): -3.21
Frontier orbital gap (eV): 9.6
Charge: +1

Bonds (Å) are listed after each position.
CARTESIAN COORDINATES (ANGSTROEM)
1 O 5.407 -3.835 -1.164  S2 1.427
2 S 6.347 -3.328 -0.216  O1 1.427, O3 1.428, Cl4 2.015, C5 1.791
3 O 6.326 -3.859 1.109  S2 1.428
4 Cl 8.219 -3.521 -0.935  S2 2.015
5 C 6.104 -1.558 -0.094  S2 1.791, C6 1.520, H23 1.085, H24 1.087
6 C 5.047 -1.323 0.972  C5 1.520, C7 1.534, H25 1.085, H26 1.087
7 C 4.620 0.148 1.051  C6 1.534, C8 1.550, H27 1.086, H28 1.089
8 C 3.311 0.449 0.279  C7 1.550, N9 1.496, H29 1.080, H30 1.084
9 N 2.264 0.969 1.212  C8 1.496, C10 1.496, H31 1.022, H32 1.025
10 C 1.077 1.614 0.568  N9 1.496, F11 1.348, F12 1.325, C13 1.498
11 F 0.634 2.471 1.509  C10 1.348
12 F 1.525 2.345 -0.442  C10 1.325
13 C 0.012 0.646 0.154  C10 1.498, C14 1.396, C22 1.391
14 C -0.781 0.975 -0.946  C13 1.396, C15 1.390, H33 1.076
15 C -1.799 0.114 -1.341  C14 1.390, C16 1.390, H34 1.078
16 C -2.052 -1.067 -0.654  C15 1.390, C17 1.394, H35 1.076
17 C -1.256 -1.382 0.446  C16 1.394, C18 1.511, C22 1.387
18 C -1.525 -2.660 1.206  C17 1.511, F19 1.328, F20 1.332, F21 1.329
19 F -2.824 -2.938 1.223  C18 1.328
20 F -1.108 -2.563 2.467  C18 1.332
21 F -0.908 -3.701 0.657  C18 1.329
22 C -0.232 -0.536 0.845  C13 1.391, C17 1.387, H36 1.082
23 H 5.836 -1.166 -1.070  C5 1.085
24 H 7.060 -1.129 0.197  C5 1.087
25 H 5.481 -1.608 1.925  C6 1.085
26 H 4.197 -1.986 0.828  C6 1.087
27 H 5.405 0.763 0.622  C7 1.086
28 H 4.525 0.447 2.094  C7 1.089
29 H 3.517 1.169 -0.499  C8 1.080
30 H 2.964 -0.465 -0.188  C8 1.084
31 H 1.943 0.199 1.802  N9 1.022
32 H 2.684 1.659 1.843  N9 1.025
33 H -0.642 1.887 -1.500  C14 1.076
34 H -2.422 0.373 -2.182  C15 1.078
35 H -2.851 -1.713 -0.974  C16 1.076
36 H 0.361 -0.822 1.703  C22 1.082
37 C -6.773 3.399 -2.909  O38 1.433, H43 1.086, H44 1.088, H45 1.088
38 O -5.990 2.373 -2.287  C37 1.433, C39 1.332
39 C -6.368 2.079 -1.044  O38 1.332, O40 1.200, O41 1.337
40 O -7.266 2.591 -0.436  C39 1.200
41 O -5.566 1.112 -0.587  C39 1.337, C42 1.430
42 C -5.863 0.693 0.749  O41 1.430, H46 1.088, H47 1.088, H48 1.087
43 H -6.363 3.536 -3.905  C37 1.086
44 H -7.814 3.094 -2.984  C37 1.088
45 H -6.696 4.331 -2.352  C37 1.088
46 H -6.870 0.289 0.811  C42 1.088
47 H -5.748 1.521 1.446  C42 1.088
48 H -5.146 -0.087 0.992  C42 1.087



Computed, not measured: C15H20ClNO2 in the gas phase, with wB97M-V/def2-TZVPD.

Calculated values
Highest occupied orbital energy (eV): -8.54
ΔE to the lowest compared entry with this formula, charge and spin (kJ/mol): 47.1
Lowest unoccupied orbital energy (eV): 0.76
Frontier orbital gap (eV): 9.3
SMILES string: CCOC(=O)[C@H]1CCCN(Cc2cccc(Cl)c2)C1
Charge: 0

Bonds (Å) are listed after each position.
CARTESIAN COORDINATES (ANGSTROEM)
1 C 1.950 5.000 2.577  C2 1.522, H37 1.087, H38 1.087, H39 1.086
2 C 2.909 3.895 2.995  C1 1.522, H3 1.095, H4 1.092, O5 1.429
3 H 2.867 3.748 4.079  C2 1.095
4 H 3.932 4.122 2.688  C2 1.092
5 O 2.593 2.659 2.351  C2 1.429, C6 1.339
6 C 1.631 1.910 2.905  O5 1.339, O7 1.204, C8 1.508
7 O 1.054 2.199 3.921  C6 1.204
8 C 1.348 0.692 2.063  C6 1.508, H9 1.093, C10 1.551, C14 1.530
9 H 2.230 0.477 1.453  C8 1.093
10 C 0.156 1.033 1.132  C8 1.551, N11 1.441, H35 1.093, H36 1.095
11 N -0.265 -0.070 0.307  C10 1.441, C12 1.452, C21 1.452
12 C -0.610 -1.224 1.117  N11 1.452, C13 1.533, H19 1.092, H20 1.094
13 C 0.518 -1.674 2.051  C12 1.533, C14 1.526, H17 1.092, H18 1.090
14 C 0.969 -0.510 2.930  C8 1.530, C13 1.526, H15 1.092, H16 1.092
15 H 1.820 -0.808 3.547  C14 1.092
16 H 0.159 -0.211 3.598  C14 1.092
17 H 1.363 -2.039 1.462  C13 1.092
18 H 0.166 -2.497 2.673  C13 1.090
19 H -0.899 -2.038 0.448  C12 1.092
20 H -1.483 -0.948 1.716  C12 1.094
21 C 0.621 -0.372 -0.804  N11 1.452, C22 1.506, H33 1.096, H34 1.101
22 C -0.084 -1.225 -1.826  C21 1.506, C23 1.388, C27 1.389
23 C 0.551 -2.301 -2.430  C22 1.388, C24 1.385, H32 1.080
24 C -0.110 -3.065 -3.377  C23 1.385, C25 1.383, H31 1.080
25 C -1.414 -2.770 -3.730  C24 1.383, C26 1.386, H30 1.078
26 C -2.045 -1.696 -3.121  C25 1.386, C27 1.383, Cl29 1.730
27 C -1.393 -0.923 -2.179  C22 1.389, C26 1.383, H28 1.078
28 H -1.891 -0.094 -1.703  C27 1.078
29 Cl -3.678 -1.315 -3.549  C26 1.730
30 H -1.938 -3.362 -4.464  C25 1.078
31 H 0.392 -3.900 -3.842  C24 1.080
32 H 1.569 -2.545 -2.160  C23 1.080
33 H 0.893 0.579 -1.274  C21 1.096
34 H 1.555 -0.869 -0.498  C21 1.101
35 H 0.416 1.879 0.491  C10 1.093
36 H -0.693 1.322 1.760  C10 1.095
37 H 0.941 4.754 2.899  C1 1.087
38 H 1.958 5.117 1.496  C1 1.087
39 H 2.248 5.936 3.039  C1 1.086



Computed, not measured: C15H20N2O2 in the gas phase at a distorted geometry, with wB97M-V/def2-TZVPD.

Calculated values
Highest occupied orbital energy (eV): -8.10
ΔE to the lowest compared entry with this formula, charge and spin (kJ/mol): 513.9
Lowest unoccupied orbital energy (eV): -0.50
Frontier orbital gap (eV): 7.6
SMILES string: O=C1N=C(NCCCCCCO)C=C2C=CC=C[C@H]12
Charge: 0

Bonds (Å) are listed after each position.
CARTESIAN COORDINATES (ANGSTROEM)
1 O -3.541 -3.284 -1.220  C4 1.217
2 N -2.227 -1.875 -0.406  C4 1.303, C5 1.299
3 O 6.304 0.474 2.824  C14 1.497, H20 0.983
4 C -3.199 -2.116 -1.240  O1 1.217, N2 1.303, C13 1.597
5 C -1.793 -0.656 -0.292  N2 1.299, C9 1.495, N12 1.331
6 C -4.757 1.124 -3.691  C7 1.388, C8 1.380, H21 1.139
7 C -3.560 1.375 -3.035  C6 1.388, C11 1.434, H22 1.137
8 C -5.452 -0.063 -3.584  C6 1.380, C10 1.413, H23 1.098
9 C -2.312 0.494 -1.095  C5 1.495, C11 1.358, H24 1.067
10 C -4.783 -1.183 -3.042  C8 1.413, C13 1.506, H25 1.084
11 C -3.060 0.311 -2.213  C7 1.434, C9 1.358, C13 1.484
12 N -0.727 -0.506 0.490  C5 1.331, C15 1.495, H26 1.014
13 C -3.392 -1.113 -2.468  C4 1.597, C10 1.506, C11 1.484, H27 1.110
14 C 5.098 -0.171 3.434  O3 1.497, C16 1.518, H28 1.026, H29 1.118
15 C 0.319 0.472 0.065  N12 1.495, C17 1.574, H30 1.116, H31 1.113
16 C 3.857 0.680 3.635  C14 1.518, C18 1.571, H32 1.044, H33 1.113
17 C 1.819 0.016 0.207  C15 1.574, C19 1.576, H34 1.095, H35 1.124
18 C 3.194 1.082 2.269  C16 1.571, C19 1.559, H36 1.115, H37 1.092
19 C 2.453 -0.138 1.641  C17 1.576, C18 1.559, H38 1.124, H39 1.099
20 H 7.081 -0.091 3.030  O3 0.983
21 H -5.089 2.013 -4.321  C6 1.139
22 H -2.916 2.311 -3.077  C7 1.137
23 H -6.443 -0.183 -4.042  C8 1.098
24 H -2.050 1.429 -0.654  C9 1.067
25 H -5.196 -2.159 -3.270  C10 1.084
26 H -0.548 -1.446 0.826  N12 1.014
27 H -2.663 -1.282 -3.287  C13 1.110
28 H 4.711 -0.989 2.950  C14 1.026
29 H 5.492 -0.538 4.414  C14 1.118
30 H 0.108 1.456 0.548  C15 1.116
31 H 0.242 0.721 -1.018  C15 1.113
32 H 3.103 0.308 4.254  C16 1.044
33 H 4.130 1.569 4.247  C16 1.113
34 H 2.360 0.896 -0.157  C17 1.095
35 H 2.005 -0.881 -0.445  C17 1.124
36 H 2.557 1.996 2.252  C18 1.115
37 H 4.031 1.376 1.633  C18 1.092
38 H 3.176 -0.984 1.486  C19 1.124
39 H 1.672 -0.444 2.352  C19 1.099



Computed, not measured: 2 unconnected molecules or ions with the total composition C15H20N2O3 at a distorted geometry, with wB97M-V/def2-TZVPD.

Calculated values
Highest occupied orbital energy (eV): -8.57
ΔE to the lowest compared entry with this formula, charge and spin (kJ/mol): 1236.3
Lowest unoccupied orbital energy (eV): 0.29
Frontier orbital gap (eV): 8.9
Charge: 0

Bonds (Å) are listed after each position.
CARTESIAN COORDINATES (ANGSTROEM)
1 C 0.674 0.508 -6.591  C2 1.590, H38 1.094, H39 1.099, H40 1.202
2 C 0.413 0.267 -5.042  C1 1.590, C3 1.322, C7 1.247
3 C 1.022 0.916 -4.065  C2 1.322, C4 1.256, H37 1.208
4 C 0.945 0.743 -2.823  C3 1.256, C5 1.250, H36 0.923
5 C 0.064 -0.069 -2.467  C4 1.250, C6 1.507, N13 1.396
6 C -0.533 -0.992 -3.499  C5 1.507, C7 1.423, H12 1.259
7 C -0.257 -0.772 -4.877  C2 1.247, C6 1.423, C8 1.617
8 C -1.341 -1.491 -5.838  C7 1.617, H9 1.082, H10 1.062, H11 1.228
9 H -1.949 -0.858 -6.471  C8 1.082
10 H -1.847 -2.247 -5.291  C8 1.062
11 H -0.662 -2.236 -6.540  C8 1.228
12 H -1.447 -1.818 -3.238  C6 1.259
13 N -0.114 -0.413 -1.126  C5 1.396, C14 1.244, H35 1.129
14 C 0.374 -0.199 -0.002  N13 1.244, O15 1.322, C16 1.399
15 O 1.134 0.881 0.057  C14 1.322
16 C -0.039 -0.871 1.154  C14 1.399, O17 1.093, N18 1.369
17 O -0.853 -1.600 1.165  C16 1.093
18 N 0.497 -0.357 2.304  C16 1.369, H19 0.855, C20 1.489
19 H 0.943 0.372 2.305  N18 0.855
20 C 0.097 -0.862 3.646  N18 1.489, H21 1.056, H22 1.073, C23 1.593
21 H -0.686 -1.560 3.527  C20 1.056
22 H 0.994 -1.212 4.121  C20 1.073
23 C -0.754 0.235 4.427  C20 1.593, C24 1.584, O30 1.376, H34 1.137
24 C 0.288 1.377 4.774  C23 1.584, C26 1.584, H33 0.972
25 H -0.698 2.466 4.894  no bonds
26 C 0.651 1.088 6.289  C24 1.584, H27 1.133, C28 1.645, H32 1.096
27 H 1.638 0.559 6.121  C26 1.133
28 C -0.676 0.256 6.790  C26 1.645, H29 0.958, O30 1.298, H31 1.044
29 H -1.102 1.003 7.212  C28 0.958
30 O -1.166 -0.184 5.672  C23 1.376, C28 1.298
31 H -0.398 -0.518 7.432  C28 1.044
32 H 0.886 2.030 6.797  C26 1.096
33 H 0.981 1.649 4.149  C24 0.972
34 H -1.504 0.793 3.780  C23 1.137
35 H -0.763 -1.325 -0.977  N13 1.129
36 H 1.390 1.081 -2.088  C4 0.923
37 H 1.650 1.846 -4.510  C3 1.208
38 H 1.519 1.184 -6.760  C1 1.094
39 H 0.964 -0.361 -7.196  C1 1.099
40 H -0.336 0.690 -7.216  C1 1.202



Computed, not measured: C15H20N2O5S in the gas phase, with wB97M-V/def2-TZVPD.

Calculated values
Highest occupied orbital energy (eV): -9.58
ΔE to the lowest compared entry with this formula, charge and spin (kJ/mol): 155.9
Lowest unoccupied orbital energy (eV): -0.12
Frontier orbital gap (eV): 9.5
SMILES string: CNS(=O)(=O)c1cccc(C(=O)OCC(=O)NC2CCCC2)c1
Charge: 0

Bonds (Å) are listed after each position.
CARTESIAN COORDINATES (ANGSTROEM)
1 C 4.380 3.796 -0.321  N2 1.445, H41 1.092, H42 1.087, H43 1.092
2 N 3.944 3.995 1.042  C1 1.445, S3 1.672, H40 1.006
3 S 2.318 4.223 1.355  N2 1.672, O4 1.433, O5 1.432, C6 1.792
4 O 2.213 5.224 2.375  S3 1.433
5 O 1.597 4.375 0.126  S3 1.432
6 C 1.910 2.631 2.069  S3 1.792, C7 1.378, C11 1.382
7 C 1.606 1.580 1.231  C6 1.378, C8 1.393, H39 1.078
8 C 1.330 0.333 1.788  C7 1.393, C9 1.394, C15 1.483
9 C 1.357 0.171 3.173  C8 1.394, C10 1.383, H14 1.080
10 C 1.662 1.239 3.997  C9 1.383, C11 1.387, H13 1.079
11 C 1.945 2.478 3.442  C6 1.382, C10 1.387, H12 1.078
12 H 2.179 3.337 4.050  C11 1.078
13 H 1.679 1.108 5.068  C10 1.079
14 H 1.135 -0.803 3.581  C9 1.080
15 C 1.003 -0.844 0.946  C8 1.483, O16 1.213, O17 1.330
16 O 0.647 -1.913 1.396  C15 1.213
17 O 1.158 -0.602 -0.352  C15 1.330, C18 1.425
18 C 0.953 -1.675 -1.269  O17 1.425, H19 1.096, H20 1.091, C21 1.546
19 H 1.320 -2.610 -0.831  C18 1.096
20 H 1.527 -1.415 -2.159  C18 1.091
21 C -0.529 -1.843 -1.676  C18 1.546, O22 1.210, N23 1.342
22 O -0.895 -1.616 -2.807  C21 1.210
23 N -1.303 -2.268 -0.665  C21 1.342, H24 1.012, C25 1.454
24 H -0.859 -2.451 0.225  N23 1.012
25 C -2.737 -2.492 -0.762  N23 1.454, C26 1.542, C35 1.546, H38 1.093
26 C -3.092 -3.611 -1.762  C25 1.542, H27 1.089, H28 1.089, C29 1.525
27 H -2.299 -3.679 -2.507  C26 1.089
28 H -3.198 -4.578 -1.273  C26 1.089
29 C -4.375 -3.134 -2.436  C26 1.525, H30 1.092, H31 1.088, C32 1.525
30 H -5.234 -3.317 -1.786  C29 1.092
31 H -4.549 -3.629 -3.389  C29 1.088
32 C -4.132 -1.636 -2.582  C29 1.525, H33 1.089, H34 1.089, C35 1.529
33 H -5.041 -1.077 -2.798  C32 1.089
34 H -3.408 -1.462 -3.377  C32 1.089
35 C -3.514 -1.245 -1.240  C25 1.546, C32 1.529, H36 1.088, H37 1.091
36 H -2.853 -0.385 -1.333  C35 1.088
37 H -4.293 -1.000 -0.518  C35 1.091
38 H -3.058 -2.770 0.245  C25 1.093
39 H 1.566 1.737 0.166  C7 1.078
40 H 4.514 4.620 1.588  N2 1.006
41 H 5.142 3.016 -0.355  C1 1.092
42 H 3.510 3.481 -0.894  C1 1.087
43 H 4.775 4.708 -0.772  C1 1.092